1.
Density functional theory data (ωB97M-V/def2-TZVPD) for C43H44BrN2P2RbS4Te as an isolated structure.

## Properties
HOMO level ... -6.07 eV
Charge ... 0
Gap between HOMO and LUMO ... 5.90 eV

```
98
C43H44BrN2P2RbS4Te (ωB97M-V/def2-TZVPD)
Rb 0.79 1.32 -1.22
C 2.45 5.31 -0.53
C 2.59 5.19 -2.05
S 2.84 3.53 -2.74
C 4.60 3.19 -2.44
C 5.08 3.14 -0.99
S 3.91 2.19 0.01
C 4.53 2.60 1.66
C 3.63 1.95 2.73
S 1.91 1.61 2.27
C 1.07 3.17 2.64
C 1.52 4.41 1.89
S 1.01 4.44 0.14
H 2.37 6.37 -0.28
H 3.32 4.91 -0.03
H 3.41 5.83 -2.39
H 1.68 5.55 -2.54
H 5.20 3.91 -3.01
H 4.74 2.21 -2.91
H 5.17 4.15 -0.58
H 6.07 2.68 -0.96
H 4.54 3.69 1.76
H 5.55 2.25 1.77
H 3.65 2.54 3.65
H 4.03 0.96 2.98
H 1.16 3.36 3.72
H 0.02 2.95 2.44
H 2.60 4.51 1.92
H 1.10 5.29 2.38
Te -0.01 -2.80 2.50
C -1.76 -3.99 2.49
C -2.14 -4.69 3.63
C -3.30 -5.46 3.58
N -4.08 -5.56 2.51
C -3.70 -4.89 1.43
C -2.56 -4.10 1.37
C -0.43 -1.55 0.89
P -1.05 0.10 1.23
C -2.40 0.39 -0.01
C -3.01 -0.63 -0.74
C -4.02 -0.34 -1.65
C -4.43 0.97 -1.85
C -3.83 1.99 -1.13
C -2.81 1.70 -0.22
C -2.07 -0.11 2.74
C -3.25 -0.85 2.75
C -3.95 -1.03 3.93
C -3.49 -0.46 5.11
C -2.32 0.28 5.11
C -1.61 0.45 3.93
P 0.27 -1.78 -0.71
C 0.06 -3.55 -1.14
C 0.87 -4.57 -0.66
C 0.60 -5.89 -0.97
C -0.50 -6.21 -1.76
C -1.31 -5.20 -2.26
C -1.03 -3.88 -1.95
C 2.13 -1.70 -0.59
C 2.89 -1.79 -1.76
C 4.27 -1.69 -1.73
C 4.93 -1.50 -0.52
C 4.19 -1.38 0.65
C 2.80 -1.47 0.61
H -1.57 -4.64 4.54
H -3.62 -6.01 4.46
H -4.35 -4.99 0.56
H -2.30 -3.57 0.46
H -2.67 -1.65 -0.59
H -4.49 -1.15 -2.21
H -5.21 1.19 -2.56
H -4.14 3.02 -1.28
H -2.34 2.50 0.33
H -3.60 -1.30 1.84
H -4.86 -1.61 3.92
H -4.04 -0.61 6.03
H -1.95 0.71 6.03
H -0.68 1.00 3.93
H 1.72 -4.32 -0.04
H 1.23 -6.68 -0.58
H -0.71 -7.25 -1.99
H -2.16 -5.45 -2.89
H -1.66 -3.09 -2.34
H 2.38 -1.97 -2.70
H 4.84 -1.78 -2.64
H 6.01 -1.43 -0.49
H 4.69 -1.23 1.59
H 2.22 -1.35 1.52
Br -4.83 1.73 -6.29
C -3.33 1.77 -5.14
C -2.73 0.58 -4.75
C -1.65 0.67 -3.89
N -1.16 1.82 -3.44
C -1.75 2.94 -3.83
C -2.84 2.97 -4.68
H -3.10 -0.37 -5.09
H -1.17 -0.24 -3.52
H -1.34 3.87 -3.44
H -3.30 3.91 -4.97
```

List of Löwdin charges in e, atom by atom: number 1, Rb, carries 0.500; number 2, C, carries -0.538; number 3, C, carries -0.523; number 4, S, carries 0.782; number 5, C, carries -0.526; number 6, C, carries -0.517; number 7, S, carries 0.800; number 8, C, carries -0.502; number 9, C, carries -0.504; number 10, S, carries 0.781; number 11, C, carries -0.532; number 12, C, carries -0.505; number 13, S, carries 0.804; number 14, H, carries 0.087; number 15, H, carries 0.028; number 16, H, carries 0.085; number 17, H, carries 0.071; number 18, H, carries 0.081; number 19, H, carries 0.073; number 20, H, carries 0.072; number 21, H, carries 0.085; number 22, H, carries 0.063; number 23, H, carries 0.082; number 24, H, carries 0.083; number 25, H, carries 0.062; number 26, H, carries 0.083; number 27, H, carries 0.050; number 28, H, carries 0.052; number 29, H, carries 0.081; number 30, Te, carries 1.261; number 31, C, carries -0.537; number 32, C, carries -0.143; number 33, C, carries -0.169; number 34, N, carries 0.044; number 35, C, carries -0.155; number 36, C, carries -0.129; number 37, C, carries -1.045; number 38, P, carries 0.814; number 39, C, carries -0.403; number 40, C, carries -0.112; number 41, C, carries -0.084; number 42, C, carries -0.099; number 43, C, carries -0.091; number 44, C, carries -0.118; number 45, C, carries -0.406; number 46, C, carries -0.091; number 47, C, carries -0.074; number 48, C, carries -0.090; number 49, C, carries -0.089; number 50, C, carries -0.120; number 51, P, carries 0.793; number 52, C, carries -0.385; number 53, C, carries -0.104; number 54, C, carries -0.077; number 55, C, carries -0.091; number 56, C, carries -0.092; number 57, C, carries -0.127; number 58, C, carries -0.422; number 59, C, carries -0.115; number 60, C, carries -0.090; number 61, C, carries -0.103; number 62, C, carries -0.101; number 63, C, carries -0.140; number 64, H, carries 0.088; number 65, H, carries 0.098; number 66, H, carries 0.100; number 67, H, carries 0.060; number 68, H, carries 0.068; number 69, H, carries 0.107; number 70, H, carries 0.103; number 71, H, carries 0.104; number 72, H, carries 0.097; number 73, H, carries 0.100; number 74, H, carries 0.106; number 75, H, carries 0.099; number 76, H, carries 0.099; number 77, H, carries 0.075; number 78, H, carries 0.091; number 79, H, carries 0.102; number 80, H, carries 0.099; number 81, H, carries 0.100; number 82, H, carries 0.088; number 83, H, carries 0.106; number 84, H, carries 0.101; number 85, H, carries 0.100; number 86, H, carries 0.103; number 87, H, carries 0.030; number 88, Br, carries 0.765; number 89, C, carries -0.696; number 90, C, carries -0.107; number 91, C, carries -0.142; number 92, N, carries 0.005; number 93, C, carries -0.141; number 94, C, carries -0.105; number 95, H, carries 0.110; number 96, H, carries 0.101; number 97, H, carries 0.113; number 98, H, carries 0.104

2.
Density functional theory data (ωB97M-V/def2-TZVPD) for C43H44N5O3STeV as an isolated structure.

## Properties
Multiplicity ... 4
HOMO level (spin up / spin down) ... -9.64 / -10.44 eV
Charge ... +1
Gap between HOMO and LUMO (spin up / spin down) ... 7.18 / 6.91 eV

```
98
C43H44N5O3STeV (ωB97M-V/def2-TZVPD)
V 1.14 1.23 -0.33
O 2.17 0.83 -2.23
S 3.40 0.34 -1.56
O 3.93 -0.93 -1.94
N 2.87 0.43 -0.06
C 3.47 0.26 1.20
C 4.75 -0.06 1.52
C 5.12 -0.17 2.89
C 4.22 0.01 3.89
C 2.87 0.34 3.57
C 1.84 0.53 4.52
C 0.58 0.84 4.10
C 0.33 0.98 2.72
N 1.25 0.81 1.81
C 2.52 0.47 2.23
C 4.69 1.51 -1.74
C 4.47 2.85 -1.43
C 5.53 3.73 -1.51
C 6.79 3.28 -1.89
C 7.00 1.94 -2.20
C 5.94 1.04 -2.12
H 5.49 -0.24 0.74
H 6.15 -0.42 3.14
H 4.52 -0.09 4.93
H 2.06 0.42 5.58
H -0.23 0.98 4.81
H -0.65 1.25 2.35
H 3.49 3.19 -1.14
H 5.39 4.78 -1.28
H 7.62 3.98 -1.95
H 7.98 1.60 -2.50
H 6.08 -0.01 -2.35
C -0.53 6.06 -0.12
N 0.84 5.51 -0.10
C 2.00 6.40 -0.27
C 1.01 4.24 0.13
N 1.17 3.12 0.34
H -0.67 6.63 -1.04
H -0.68 6.71 0.74
H -1.24 5.25 -0.10
H 1.72 7.18 -0.98
H 2.83 5.84 -0.69
H 2.29 6.85 0.67
C -3.81 -6.05 4.40
C -3.37 -4.98 3.43
C -3.32 -3.64 3.81
C -2.91 -2.65 2.92
C -2.89 -1.23 3.44
C -2.55 -3.01 1.61
Te -2.25 -1.23 0.41
N -0.74 0.61 -0.09
C -1.18 1.52 -0.94
O -0.28 2.17 -1.61
C -2.60 1.93 -1.17
C -2.99 2.28 -2.46
C -4.29 2.71 -2.70
C -5.19 2.82 -1.65
C -4.80 2.48 -0.36
C -3.50 2.04 -0.12
C -1.58 -1.94 -1.44
C -0.26 -2.34 -1.62
C 0.74 -2.50 -0.49
C 0.16 -2.67 -2.90
C -0.70 -2.62 -3.99
C -0.23 -2.99 -5.37
C -2.02 -2.24 -3.77
C -2.49 -1.89 -2.51
C -3.95 -1.50 -2.36
C -2.55 -4.35 1.21
C -2.16 -4.89 -0.14
C -2.98 -5.30 2.14
H -3.99 -5.64 5.39
H -3.06 -6.84 4.49
H -4.74 -6.52 4.06
H -3.60 -3.36 4.82
H -3.08 -1.21 4.51
H -3.66 -0.60 2.97
H -1.92 -0.75 3.28
H -2.27 2.21 -3.27
H -4.59 2.98 -3.71
H -6.20 3.16 -1.83
H -5.50 2.57 0.46
H -3.19 1.78 0.88
H 0.29 -2.45 0.49
H 1.53 -1.75 -0.55
H 1.23 -3.47 -0.58
H 1.19 -2.97 -3.05
H 0.82 -3.29 -5.37
H -0.35 -2.16 -6.06
H -0.82 -3.83 -5.77
H -2.71 -2.21 -4.61
H -4.48 -1.64 -3.30
H -4.06 -0.46 -2.07
H -4.45 -2.11 -1.60
H -1.61 -4.18 -0.75
H -3.05 -5.18 -0.71
H -1.55 -5.78 -0.02
H -2.99 -6.35 1.83
```

List of Löwdin charges in e, atom by atom: number 1, V, carries 0.898; number 2, O, carries -0.333; number 3, S, carries 0.642; number 4, O, carries -0.255; number 5, N, carries -0.247; number 6, C, carries -0.214; number 7, C, carries 0.012; number 8, C, carries -0.052; number 9, C, carries -0.026; number 10, C, carries -0.141; number 11, C, carries 0.015; number 12, C, carries -0.031; number 13, C, carries -0.118; number 14, N, carries 0.031; number 15, C, carries -0.140; number 16, C, carries -0.280; number 17, C, carries -0.047; number 18, C, carries -0.063; number 19, C, carries -0.058; number 20, C, carries -0.053; number 21, C, carries -0.045; number 22, H, carries 0.117; number 23, H, carries 0.113; number 24, H, carries 0.119; number 25, H, carries 0.127; number 26, H, carries 0.113; number 27, H, carries 0.100; number 28, H, carries 0.090; number 29, H, carries 0.104; number 30, H, carries 0.113; number 31, H, carries 0.115; number 32, H, carries 0.117; number 33, C, carries 0.004; number 34, N, carries -0.160; number 35, C, carries -0.001; number 36, C, carries -0.182; number 37, N, carries 0.154; number 38, H, carries 0.097; number 39, H, carries 0.096; number 40, H, carries 0.095; number 41, H, carries 0.097; number 42, H, carries 0.082; number 43, H, carries 0.098; number 44, C, carries -0.040; number 45, C, carries -0.253; number 46, C, carries -0.016; number 47, C, carries -0.325; number 48, C, carries -0.111; number 49, C, carries -0.342; number 50, Te, carries 1.771; number 51, N, carries -0.195; number 52, C, carries -0.584; number 53, O, carries -0.124; number 54, C, carries -0.193; number 55, C, carries -0.026; number 56, C, carries -0.069; number 57, C, carries -0.076; number 58, C, carries -0.072; number 59, C, carries -0.078; number 60, C, carries -0.407; number 61, C, carries -0.313; number 62, C, carries -0.044; number 63, C, carries 0.002; number 64, C, carries -0.244; number 65, C, carries -0.039; number 66, C, carries -0.003; number 67, C, carries -0.293; number 68, C, carries -0.067; number 69, C, carries -0.266; number 70, C, carries -0.031; number 71, C, carries -0.016; number 72, H, carries 0.076; number 73, H, carries 0.085; number 74, H, carries 0.087; number 75, H, carries 0.117; number 76, H, carries 0.081; number 77, H, carries 0.068; number 78, H, carries 0.034; number 79, H, carries 0.124; number 80, H, carries 0.108; number 81, H, carries 0.107; number 82, H, carries 0.106; number 83, H, carries 0.091; number 84, H, carries 0.049; number 85, H, carries 0.053; number 86, H, carries 0.098; number 87, H, carries 0.129; number 88, H, carries 0.077; number 89, H, carries 0.086; number 90, H, carries 0.086; number 91, H, carries 0.124; number 92, H, carries 0.083; number 93, H, carries 0.057; number 94, H, carries 0.073; number 95, H, carries 0.039; number 96, H, carries 0.097; number 97, H, carries 0.090; number 98, H, carries 0.129

| no. | E (Ha) | strongest force on any atom (eV/Å) |
| --- | --- | --- |
| 1 | -6916.03442 | 0.29 |
| 2 | -3774.50732 | 2.12 |